1.
{
  "formula": "C33H51N2O3PS6Tl",
  "method": "wB97M-V/def2-TZVPD",
  "elements": ["Tl", "C", "C", "S", "C", "C", "S", "C", "C", "S", "C", "C", "S", "H", "H", "H", "H", "H", "H", "H", "H", "H", "H", "H", "H", "H", "H", "H", "H", "C", "P", "C", "C", "C", "C", "C", "C", "C", "C", "C", "C", "C", "C", "H", "H", "H", "H", "H", "H", "H", "H", "H", "H", "H", "H", "H", "S", "C", "C", "N", "C", "H", "H", "H", "O", "C", "O", "C", "N", "C", "C", "C", "H", "H", "H", "H", "H", "H", "H", "H", "H", "C", "C", "S", "O", "C", "C", "H", "H", "H", "H", "H", "H", "H", "H", "H", "H"],
  "xyz": [[0.61412, 0.25264, 0.02384], [-3.44138, 0.91494, 1.99254], [-4.31218, 0.81724, 0.75524], [-3.45578, -0.05686, -0.60726], [-4.05848, -1.77486, -0.45996], [-3.57318, -2.47716, 0.79694], [-1.88538, -1.91736, 1.21624], [-1.72918, -2.73806, 2.84724], [-0.38638, -2.46756, 3.50594], [0.39812, -0.84386, 3.14094], [-0.81858, 0.31074, 3.89324], [-0.97248, 1.63684, 3.16694], [-1.82568, 1.67084, 1.55814], [-3.25168, -0.07686, 2.39984], [-3.91618, 1.53814, 2.75044], [-4.53858, 1.81034, 0.36664], [-5.24368, 0.29414, 0.97014], [-3.67908, -2.26326, -1.35796], [-5.14768, -1.76636, -0.49546], [-3.55418, -3.55876, 0.66494], [-4.20738, -2.23126, 1.64874], [-1.85838, -3.80696, 2.68224], [-2.54868, -2.37916, 3.46884], [0.35852, -3.19426, 3.18314], [-0.49048, -2.54266, 4.58954], [-0.43838, 0.53164, 4.89124], [-1.76068, -0.21586, 3.99564], [0.01002, 2.04334, 2.93444], [-1.51018, 2.32954, 3.81744], [1.56832, -3.15536, -0.41956], [-0.11378, -2.73616, -1.02666], [0.07372, -2.45936, -2.82476], [-0.32668, -1.28056, -3.44106], [-0.13588, -1.13046, -4.80656], [0.44862, -2.14786, -5.54346], [0.85442, -3.31756, -4.92026], [0.65942, -3.48856, -3.56196], [-1.03928, -4.28126, -0.86326], [-0.80238, -5.10366, 0.23984], [-1.49528, -6.29016, 0.37294], [-2.46438, -6.63366, -0.56036], [-2.71828, -5.80856, -1.64706], [-2.00958, -4.62986, -1.80356], [1.83082, -4.17236, -0.71566], [1.61222, -3.07676, 0.66564], [2.28062, -2.45046, -0.84606], [-0.79228, -0.49036, -2.86516], [-0.44348, -0.22186, -5.29806], [0.57742, -2.03926, -6.60756], [1.32872, -4.10296, -5.48666], [0.95262, -4.41086, -3.08136], [-0.05678, -4.83356, 0.97274], [-1.27678, -6.94366, 1.20324], [-3.02088, -7.54836, -0.43716], [-3.46738, -6.08366, -2.37426], [-2.17278, -3.99716, -2.66626], [4.83942, 1.48254, -2.45236], [4.27422, 0.05844, -3.21936], [3.08932, -0.32936, -2.68306], [2.63602, 0.47074, -1.68536], [3.44302, 1.46564, -1.46486], [4.82942, -0.40736, -4.00556], [2.51532, -1.17996, -2.99256], [3.25522, 2.22754, -0.72986], [3.16952, 3.12674, 1.12644], [2.88372, 2.27814, 1.97354], [2.06632, 1.34814, 1.91704], [3.71062, 2.42404, 3.32094], [4.40382, 3.72984, 3.19544], [3.85442, 4.66164, 4.21894], [2.52062, 4.03524, 4.61224], [2.83512, 2.54234, 4.56304], [4.40732, 1.58704, 3.36994], [4.11552, 3.98674, 2.19374], [5.42112, 3.67684, 3.24564], [3.75472, 5.66504, 3.80724], [4.52892, 4.69224, 5.07654], [1.75302, 4.29474, 3.88364], [2.19312, 4.36744, 5.59314], [1.95312, 1.91224, 4.48674], [3.39242, 2.24454, 5.45124], [-2.79418, 3.44344, -3.51676], [-1.77438, 3.78854, -2.45266], [-0.29368, 2.68204, -2.58836], [0.02952, 2.37734, -1.15356], [0.98542, 3.90594, -3.11876], [1.36502, 4.85954, -2.00516], [-3.63408, 4.12794, -3.43656], [-3.16668, 2.42894, -3.39806], [-2.37418, 3.54654, -4.51336], [-2.16478, 3.61734, -1.45016], [-1.44388, 4.81974, -2.55286], [0.55382, 4.41464, -3.98126], [1.84202, 3.31674, -3.45206], [0.53892, 5.51974, -1.75376], [2.20462, 5.47854, -2.31346], [1.65292, 4.30644, -1.11366]],
  "atomic_forces_ev_per_a": [[-0.07, 0.81, -0.03], [0.44, 0.03, -0.03], [0.48, -0.19, -0.36], [-0.44, -0.03, -0.48], [0.18, 0.55, 0.06], [0.47, -0.12, -0.06], [-0.12, 0.09, 0.59], [0.01, -0.10, -0.54], [0.19, 0.52, -0.18], [-0.18, -0.20, 0.02], [0.35, -0.35, -0.20], [-0.24, 0.20, -0.29], [0.12, -0.23, 0.25], [-0.04, 0.03, 0.09], [0.06, 0.07, 0.07], [-0.12, -0.06, 0.03], [-0.04, 0.11, 0.01], [-0.07, -0.02, 0.00], [0.03, -0.12, -0.08], [-0.11, -0.10, 0.03], [0.04, -0.03, 0.10], [-0.07, -0.09, 0.20], [-0.14, 0.01, -0.06], [0.05, 0.01, 0.06], [0.08, -0.08, -0.05], [-0.09, -0.05, 0.04], [-0.15, -0.02, 0.05], [0.03, 0.17, 0.09], [0.11, 0.00, 0.03], [-0.25, 0.30, 0.21], [0.46, -0.88, -0.38], [-0.26, 0.27, 0.60], [0.02, -0.01, 0.05], [-0.01, 0.05, -0.01], [-0.05, 0.07, 0.06], [0.10, -0.13, 0.08], [0.01, 0.00, 0.08], [-0.02, 0.46, 0.00], [0.05, 0.03, -0.10], [0.03, 0.06, 0.09], [-0.06, 0.02, -0.09], [-0.09, -0.06, 0.03], [0.19, 0.17, 0.01], [-0.09, 0.04, -0.05], [0.03, -0.04, 0.06], [0.00, 0.05, -0.02], [-0.05, 0.08, 0.03], [-0.08, 0.12, -0.04], [0.05, 0.06, -0.15], [0.00, -0.11, -0.11], [0.05, -0.10, -0.02], [0.11, 0.00, 0.12], [-0.03, -0.09, 0.07], [-0.06, -0.14, -0.03], [-0.04, -0.04, -0.05], [-0.09, -0.01, -0.05], [-0.58, -0.25, 0.10], [-0.04, 0.15, 0.16], [0.46, -0.34, -0.50], [-0.81, 0.08, 0.75], [0.55, 0.47, -0.08], [0.13, -0.16, -0.24], [-0.14, -0.26, -0.13], [0.01, 0.17, 0.23], [-0.12, 0.43, -0.70], [1.00, 0.65, 0.96], [-1.01, -1.10, -0.49], [-0.74, -0.94, -0.33], [0.37, 0.29, -0.71], [-0.43, 0.55, 0.54], [0.13, -0.07, -0.01], [0.03, 0.10, 0.03], [0.09, 0.15, -0.03], [0.30, -0.03, 0.52], [-0.13, -0.09, -0.04], [0.15, -0.09, -0.03], [0.03, -0.04, -0.17], [-0.08, 0.04, -0.05], [-0.01, 0.07, 0.00], [0.01, -0.08, -0.03], [0.00, -0.04, 0.01], [0.00, -0.02, -0.02], [0.35, -0.28, -0.33], [-0.40, 1.09, -1.05], [0.58, -0.98, 1.71], [-0.30, -0.32, 0.14], [-0.11, -0.07, 0.07], [-0.10, 0.04, -0.05], [-0.04, -0.10, -0.01], [-0.02, 0.01, -0.16], [0.21, -0.02, 0.07], [0.08, 0.03, 0.15], [-0.01, -0.06, -0.10], [-0.11, -0.08, -0.04], [-0.02, 0.08, 0.08], [0.02, 0.01, -0.09], [0.03, 0.02, 0.09]],
  "total_charge": 3,
  "e_homo_ev": [-15.519, -15.465],
  "homo_lumo_gap_ev": [4.549, 5.111]
}

2.
{
  "formula": "C5H14NO4",
  "method": "wB97M-V/def2-TZVPD",
  "elements": ["C", "C", "C", "C", "N", "C", "O", "O", "H", "H", "H", "H", "H", "H", "H", "H", "H", "H", "H", "H", "O", "H", "H", "O"],
  "xyz": [[1.22750, 0.65599, 2.44818], [0.19040, -0.39260, 2.06155], [0.65011, -1.80789, 1.74788], [1.48458, -1.90051, 0.46057], [-0.80922, 0.09077, 1.12480], [-0.50833, 0.80121, -0.06992], [-1.39612, 0.71185, -0.95569], [0.60283, 1.36875, -0.15087], [1.41566, 0.62685, 3.51898], [0.76082, 1.62683, 2.27088], [2.18011, 0.60948, 1.92036], [-0.38032, -0.53547, 2.99170], [-0.25409, -2.39244, 1.60265], [1.14543, -2.26148, 2.60105], [2.55078, -2.10378, 0.59762], [1.40612, -0.96263, -0.09128], [1.14050, -2.66746, -0.22459], [-1.54578, -0.55497, 0.88182], [0.66646, 0.80032, -2.85724], [1.35358, 1.48136, -1.75410], [1.47279, 1.31215, -2.71776], [-2.43833, -1.42027, -2.86170], [-2.86706, -0.10019, -2.22174], [-3.20908, -0.86868, -2.70809]],
  "atomic_forces_ev_per_a": [[-0.12, 0.40, -0.05], [-0.95, -0.21, 1.21], [0.47, -0.09, -0.89], [0.27, 0.19, -0.25], [0.12, 0.44, -0.57], [0.07, -0.70, -0.47], [-0.06, 0.20, -0.09], [0.15, 0.32, 0.17], [0.18, -0.36, 0.21], [0.33, -0.03, -0.16], [-0.20, 0.01, -0.17], [-0.08, 0.08, 0.04], [-0.25, -0.13, 0.03], [0.28, 0.04, 0.23], [-0.08, 0.14, 0.30], [0.08, 0.05, 0.01], [-0.23, -0.28, 0.00], [-0.02, -0.13, 0.38], [-0.02, 0.10, -0.18], [-0.07, 0.09, -0.05], [-0.04, -0.18, 0.12], [0.10, 0.15, 0.14], [0.34, -0.19, 0.20], [-0.29, 0.07, -0.16]],
  "total_charge": -1,
  "e_homo_ev": -5.090,
  "homo_lumo_gap_ev": 8.703
}

3.
{
  "formula": "C4H16N2O4",
  "method": "wB97M-V/def2-TZVPD",
  "elements": ["C", "N", "C", "C", "C", "N", "O", "H", "H", "H", "H", "H", "H", "H", "H", "H", "H", "H", "H", "O", "H", "H", "O", "H", "H", "O"],
  "xyz": [[-1.46745, -1.88136, 2.04420], [-0.38267, -1.02541, 1.65041], [-1.35680, 1.22462, 0.97084], [-0.63421, -0.07042, 0.58950], [-1.42144, -0.71709, -0.62804], [-0.66048, -1.52262, -1.46553], [-2.49811, -0.28439, -0.92776], [-1.52694, -2.00871, 3.17272], [-2.45540, -1.46694, 1.89325], [-1.34899, -2.86928, 1.60833], [0.01923, -0.54977, 2.45836], [-0.72150, 2.18560, 0.74753], [-1.46870, 1.18902, 2.02634], [-2.31997, 1.39280, 0.57852], [0.39220, 0.35213, 0.12664], [-0.89574, -2.34347, -1.96813], [0.29486, -1.72164, -1.13319], [3.88519, 0.49260, 0.36341], [2.31241, 0.71331, 0.18762], [3.03907, 0.59117, 0.78988], [-0.22101, 1.71844, -2.33843], [0.18419, 0.23681, -2.63615], [0.50370, 1.08987, -2.34248], [3.19082, 1.08609, -2.14793], [2.31870, 2.21257, -1.88189], [3.23902, 1.97607, -1.73803]],
  "atomic_forces_ev_per_a": [[-0.55, -0.29, 2.05], [0.86, 0.68, 0.09], [2.07, 1.75, 0.29], [1.35, 0.98, -2.16], [1.38, 0.96, 0.09], [2.42, -0.20, 1.04], [-0.90, -0.67, -0.24], [0.67, -0.04, -1.22], [-0.42, 0.10, -0.76], [-0.34, -0.12, -0.12], [-0.03, -0.17, -0.49], [-1.06, -1.86, 0.32], [-0.12, 0.27, 1.16], [-1.04, -0.15, -0.74], [-2.03, -1.59, 0.96], [-1.56, -0.30, -0.54], [-0.74, 0.51, 0.31], [-0.13, 0.24, -0.73], [0.39, 0.18, -0.76], [-0.20, -0.44, 1.75], [-0.30, -0.22, -0.13], [-0.50, -0.20, -0.01], [0.70, 0.57, 0.14], [0.48, 0.66, 0.29], [-0.24, 0.42, 0.10], [-0.15, -1.06, -0.67]],
  "total_charge": 0,
  "e_homo_ev": -9.073,
  "homo_lumo_gap_ev": 9.440,
  "smiles": "CN[C@H](C)C(N)=O.O.O.O"
}

4.
{
  "formula": "C4H15N2O",
  "method": "wB97M-V/def2-TZVPD",
  "elements": ["C", "C", "C", "C", "N", "N", "H", "H", "H", "H", "H", "H", "H", "H", "H", "H", "H", "H", "H", "H", "H", "O"],
  "xyz": [[1.48259, 0.00289, -1.65012], [0.04146, 0.57979, -1.39396], [-0.22718, 0.94071, 0.04469], [-0.17037, 0.17198, 2.32259], [-0.06566, -0.27739, 0.92179], [2.22726, -0.18541, -0.41210], [2.12387, 0.56941, -2.38773], [1.29706, -1.01944, -2.10507], [-0.04077, 1.20734, -2.31317], [-0.64332, -0.22429, -1.70329], [-1.18388, 1.37839, 0.18073], [0.44160, 1.69992, 0.55229], [0.68202, 0.77792, 2.57873], [-0.21167, -0.57421, 3.27241], [-1.02579, 0.87038, 2.46959], [-0.89257, -0.78653, 0.65010], [0.87875, -0.55214, 0.53188], [3.10606, -0.67214, -0.51145], [2.54248, 0.70727, -0.04745], [-3.19022, -1.89401, -0.09440], [-3.45303, -0.35352, -0.09130], [-2.77297, -1.02856, -0.04061]],
  "atomic_forces_ev_per_a": [[0.39, -1.25, -1.26], [1.31, -1.24, -2.11], [1.30, 2.10, 0.48], [-0.34, -0.40, 3.37], [-1.19, 1.55, -0.22], [0.23, 0.27, 0.90], [-1.10, -0.27, 0.63], [0.62, 1.13, 0.45], [-0.63, 0.89, 1.64], [-0.06, 0.08, 0.61], [-1.14, -0.01, 0.12], [-0.29, -0.66, -1.15], [0.58, 0.19, -0.27], [-0.04, 0.93, -3.03], [0.33, -0.77, -0.49], [-0.29, -1.30, -0.04], [0.47, -0.96, 0.68], [-0.10, -0.56, -0.35], [-0.18, 0.26, -0.03], [-0.22, 0.13, -0.02], [-0.29, -0.15, -0.04], [0.66, 0.04, 0.13]],
  "total_charge": 1,
  "e_homo_ev": -14.058,
  "homo_lumo_gap_ev": 11.423
}

5.
{
  "formula": "C3H7NOS",
  "method": "wB97M-V/def2-TZVPD",
  "elements": ["C", "C", "C", "N", "O", "S", "H", "H", "H", "H", "H", "H", "H"],
  "xyz": [[-0.53142, -0.13673, -1.95616], [0.38390, 0.61420, -1.42251], [1.18418, -0.10921, 0.34556], [-1.10756, -1.05137, 1.20369], [-0.62209, 1.48010, 1.49368], [-0.16357, 0.11370, 1.45246], [-1.02311, 0.15275, -2.87477], [-0.84995, -1.06180, -1.51009], [0.82275, 1.55595, -1.66058], [2.01071, 0.54819, 0.55372], [1.40121, -1.14231, 0.15062], [-2.04160, -0.90632, 1.53936], [0.53655, -0.05716, 2.68502]],
  "atomic_forces_ev_per_a": [[-0.35, -0.18, -0.45], [1.74, -1.64, 4.01], [-2.19, 1.68, -3.62], [0.98, 0.12, -0.48], [0.13, 0.22, -0.10], [0.23, -0.66, 1.10], [0.00, 0.14, -0.15], [-0.03, -0.15, 0.16], [0.08, 0.34, -0.18], [0.18, 0.07, 0.26], [0.11, -0.29, 0.06], [-0.32, 0.19, 0.33], [-0.56, 0.16, -0.94]],
  "total_charge": 0,
  "e_homo_ev": -9.695,
  "homo_lumo_gap_ev": 10.398
}

Result set for relative energy (zero: lowest compared OMol25 entry of this formula, charge and spin): 2.574; 0.000; 1.579; 1.629; 5.312 eV, one per record in the order listed.